No. 1
The following is a DFT calculation (ωB97M-V/def2-TZVPD) of a cluster of 3 separate species, C3H7Cl2NO in total at a distorted geometry.

CARTESIAN COORDINATES (ANGSTROEM)
Cl  -2.046  -2.224  -0.723
Cl  2.442  -2.506  0.538
O  1.317  0.943  0.563
N  -2.031  -0.551  1.340
C  0.861  1.093  -0.632
C  -2.667  -1.097  0.449
C  0.683  2.338  -1.079
H  2.704  -3.727  0.728
H  0.364  2.595  -2.068
H  -1.046  -0.703  1.221
H  0.991  3.162  -0.514
H  1.960  1.607  0.816
H  0.271  0.196  -1.033
H  -3.801  -1.127  0.395

Computed properties:
Largest force on an atom (Eh/bohr): 0.0882
SMILES: [H]/N=C\Cl.C=CO.Cl
Total charge: 0
ΔE to the lowest compared entry with this formula, charge and spin (kJ/mol): 231.90
2S+1: 1
Gap between HOMO and LUMO (eV): 9.61
Total energy (Ha): -1168.81625



No. 2
The following is a DFT calculation (ωB97M-V/def2-TZVPD) of the molecule C2H6N2OS2 at a distorted geometry.

CARTESIAN COORDINATES (ANGSTROEM)
S  -0.060  1.290  -0.969
S  0.516  -2.588  -1.478
O  0.034  -1.623  1.545
N  1.111  -1.071  -0.947
N  -0.261  -0.422  0.883
C  0.185  -0.235  -0.219
C  -0.939  2.306  0.167
H  -0.358  -1.259  2.427
H  -0.122  2.646  1.074
H  1.541  -3.570  -0.878
H  -1.820  1.857  0.588
H  -1.343  3.243  -0.370
H  1.515  -0.575  -1.821

Computed properties:
Largest force on an atom (Eh/bohr): 0.0925
SMILES: CS/C(=N/O)NS
Total charge: 0
ΔE to the lowest compared entry with this formula, charge and spin (kJ/mol): 330.53
2S+1: 1
Gap between HOMO and LUMO (eV): 9.33
Total energy (Ha): -1060.79653



No. 3
The following is a DFT calculation (ωB97M-V/def2-TZVPD) of a structure of composition C9H10O2P at a distorted geometry.

CARTESIAN COORDINATES (ANGSTROEM)
P  -1.948  -0.854  0.791
O  -1.275  2.464  -0.707
O  -2.236  1.396  1.001
C  0.630  0.015  -0.042
C  -3.296  -0.977  -0.619
C  1.546  0.582  -0.959
C  2.472  -0.369  1.428
C  2.864  0.713  -0.634
C  3.311  0.311  0.614
C  1.110  -0.558  1.099
C  -0.859  0.048  -0.313
C  -1.471  1.499  0.006
H  3.574  1.204  -1.273
H  -4.302  -0.977  -0.028
H  -3.241  -1.952  -1.084
H  2.812  -0.800  2.344
H  -0.979  -0.005  -1.344
H  1.141  1.003  -1.915
H  -1.511  -2.042  0.370
H  4.354  0.402  0.765
H  0.292  -1.082  1.740
H  -2.984  -0.021  -1.241

Computed properties:
Largest force on an atom (Eh/bohr): 0.0641
Total charge: -1
ΔE to the lowest compared entry with this formula, charge and spin (kJ/mol): 20.16
2S+1: 1
Gap between HOMO and LUMO (eV): 7.62
Total energy (Ha): -840.78900